No. 1
# C4H10FNO7PS2

A molecular structure, C4H10FNO7PS2 at a distorted geometry (ωB97M-V/def2-TZVPD, the OMol25 dataset).

## Properties
orbital gap	8.500	eV
charge	-1
LUMO	2.8	eV
ΔE to the lowest compared entry with this formula, charge and spin	16.0	kcal/mol

Last column: Mulliken charge in e.
Cartesian coordinates (Å):
1 C 2.878 1.409 0.307  -1.37
2 C 2.802 0.121 -0.498  0.94
3 F 4.106 -0.199 -0.923  -0.41
4 C 2.259 -1.041 0.302  -1.48
5 S 1.141 -2.091 -0.628  1.24
6 O 1.514 -3.433 -0.311  -0.77
7 O 1.316 -1.789 -2.009  -0.69
8 N -0.370 -1.901 -0.104  -0.53
9 S -0.736 -0.425 0.340  1.09
10 O -0.184 0.622 -0.452  -0.57
11 O -0.588 -0.244 1.754  -0.69
12 C -2.524 -0.484 0.135  -0.67
13 P -3.313 1.112 -0.112  0.80
14 O -2.706 1.991 -1.079  -0.65
15 O -3.496 1.769 1.302  -0.53
16 O -4.800 0.763 -0.541  -0.56
17 H 2.539 2.257 -0.260  0.26
18 H 3.896 1.564 0.634  0.44
19 H 2.260 1.363 1.188  0.33
20 H 2.192 0.301 -1.361  0.23
21 H 1.765 -0.666 1.179  0.51
22 H 3.089 -1.638 0.632  0.52
23 H -2.811 -1.207 -0.605  0.47
24 H -2.879 -0.865 1.079  0.32
25 H -2.632 2.172 1.515  0.40
26 H -4.718 0.539 -1.486  0.35

No. 2
# C4H10FNP

2 unconnected molecules or ions with the total composition C4H10FNP at a distorted geometry (ωB97M-V/def2-TZVPD, the OMol25 dataset).

## Properties
orbital gap (alpha / beta)	6.759 / 6.236	eV
charge	+1
expectation value of S²	2.0153
multiplicity	3
LUMO (alpha / beta)	-3.1 / -8.1	eV

Last column: Löwdin spin population.
Cartesian coordinates (Å):
1 C 3.568 1.121 -0.141  0.26
2 C -1.318 -0.065 -1.154  0.45
3 C 2.824 0.045 0.043  0.16
4 C -2.910 -0.278 0.671  0.03
5 N -2.118 -0.769 -0.421  0.40
6 F 3.333 -1.187 0.163  0.02
7 P 0.970 -0.027 0.073  0.50
8 H 4.643 1.055 -0.135  0.01
9 H 3.115 2.088 -0.272  0.01
10 H -1.344 1.014 -1.083  0.03
11 H -0.865 -0.510 -2.028  0.03
12 H -2.671 -0.820 1.587  0.01
13 H -2.741 0.785 0.825  0.00
14 H -3.969 -0.443 0.457  0.01
15 H -2.163 -1.775 -0.567  0.00
16 H 0.766 0.909 1.080  0.04
17 H 0.881 -1.143 0.903  0.02

No. 3
# C4H10IP

A molecular structure, C4H10IP at a distorted geometry (ωB97M-V/def2-TZVPD, the OMol25 dataset).

## Properties
orbital gap	8.535	eV
charge	0
LUMO	0.4	eV
ΔE to the lowest compared entry with this formula, charge and spin	21.2	kcal/mol

Last column: Mulliken charge in e.
Cartesian coordinates (Å):
1 C 1.324 -1.640 -0.276  -1.21
2 C -0.638 -0.446 0.839  -1.23
3 C -0.696 2.333 -1.205  -1.02
4 C 0.686 -0.358 0.140  0.01
5 P 0.194 0.876 -1.912  0.10
6 I 2.403 1.863 -2.154  -0.11
7 H 0.642 -2.250 -0.866  0.33
8 H 2.231 -1.462 -0.852  0.29
9 H 1.601 -2.215 0.614  0.39
10 H -1.365 -0.997 0.245  0.33
11 H -1.036 0.545 1.052  0.32
12 H -0.521 -0.967 1.793  0.39
13 H -0.722 3.121 -1.960  0.38
14 H -0.215 2.711 -0.304  0.33
15 H -1.719 2.029 -0.983  0.33
16 H 1.369 0.351 0.599  0.39

No. 4
# C4H10N

2 unconnected molecules or ions with the total composition C4H10N at a distorted geometry (ωB97M-V/def2-TZVPD, the OMol25 dataset).

## Properties
orbital gap	10.145	eV
charge	+1
LUMO	-5.6	eV
ΔE to the lowest compared entry with this formula, charge and spin	105.4	kcal/mol

Last column: Mulliken charge in e.
Cartesian coordinates (Å):
1 C 2.122 0.125 -0.181  -0.73
2 C 1.027 -0.087 0.406  0.10
3 C -0.984 -1.324 0.180  -0.92
4 C -0.999 1.155 -0.048  -0.76
5 N -0.313 -0.035 -0.185  -0.20
6 H 3.042 0.000 0.433  0.26
7 H 2.437 0.480 -1.232  0.24
8 H 0.890 -0.371 1.505  0.30
9 H -1.175 -1.259 1.194  0.42
10 H -1.899 -1.226 -0.420  0.38
11 H -0.157 -1.997 -0.047  0.40
12 H -1.545 1.345 0.935  0.36
13 H -0.322 2.036 -0.121  0.34
14 H -1.918 1.292 -0.699  0.34
15 H -0.205 -0.133 -1.720  0.47

No. 5
# C4H10N

2 unconnected molecules or ions with the total composition C4H10N at a distorted geometry (ωB97M-V/def2-TZVPD, the OMol25 dataset).

## Properties
orbital gap	7.270	eV
charge	+1
LUMO	-6.2	eV
ΔE to the lowest compared entry with this formula, charge and spin	79.5	kcal/mol

Last column: Mulliken charge in e.
Cartesian coordinates (Å):
1 C -2.298 -0.641 -0.165  -0.12
2 N -1.363 -0.017 -0.784  -0.08
3 H -2.921 -1.334 -0.732  0.29
4 H -2.533 -0.413 0.864  0.31
5 H -0.502 0.416 -0.376  0.20
6 H -1.634 0.323 -1.709  0.30
7 C 1.521 1.168 -0.263  -1.07
8 C 1.340 -0.292 0.131  -0.46
9 C 0.880 -0.833 1.272  -0.48
10 H 0.808 1.817 0.282  0.39
11 H 1.317 1.353 -1.311  0.38
12 H 2.476 1.617 0.019  0.34
13 H 1.398 -0.914 -0.766  0.38
14 H 0.329 -1.771 1.287  0.35
15 H 1.183 -0.478 2.252  0.26

No. 6
# C4H10N

2 unconnected molecules or ions with the total composition C4H10N at a distorted geometry (ωB97M-V/def2-TZVPD, the OMol25 dataset).

## Properties
orbital gap	5.665	eV
charge	+1
LUMO	-6.7	eV
ΔE to the lowest compared entry with this formula, charge and spin	102.6	kcal/mol

Last column: Mulliken charge in e.
Cartesian coordinates (Å):
1 C -1.014 1.349 2.198  0.00
2 N 0.048 1.688 1.403  -0.07
3 H -0.911 1.488 3.266  0.29
4 H -1.855 1.007 1.619  0.28
5 H 0.615 2.196 1.942  0.27
6 H 0.406 1.391 0.538  0.22
7 C 0.647 -0.535 -2.187  -0.86
8 C -0.218 -0.912 -0.989  -0.25
9 C 0.163 -1.966 -0.189  -0.78
10 H 0.117 -0.433 -3.171  0.31
11 H 1.702 -0.905 -2.267  0.32
12 H 0.816 0.457 -1.900  0.21
13 H -1.147 -0.248 -0.858  0.45
14 H -0.510 -2.489 0.468  0.31
15 H 1.141 -2.089 0.128  0.31

No. 7
# C4H10N

2 unconnected molecules or ions with the total composition C4H10N at a distorted geometry (ωB97M-V/def2-TZVPD, the OMol25 dataset).

## Properties
orbital gap	7.821	eV
charge	+1
LUMO	-5.7	eV
ΔE to the lowest compared entry with this formula, charge and spin	57.4	kcal/mol

Last column: Mulliken charge in e.
Cartesian coordinates (Å):
1 C -2.657 0.584 0.277  -0.10
2 N -1.747 -0.110 -0.270  -0.04
3 H -3.699 0.370 0.058  0.29
4 H -2.418 1.554 0.696  0.29
5 H -0.760 0.181 -0.100  0.15
6 H -1.803 -0.784 -1.029  0.31
7 C 1.639 -1.308 -0.190  -0.98
8 C 1.338 -0.033 0.525  -0.12
9 C 1.186 1.195 0.001  -0.71
10 H 2.540 -1.738 0.237  0.34
11 H 1.790 -1.152 -1.255  0.31
12 H 0.859 -2.054 -0.034  0.31
13 H 1.337 -0.057 1.613  0.32
14 H 1.536 2.085 0.508  0.26
15 H 0.860 1.268 -1.038  0.37

No. 8
# C4H10N2

2 unconnected molecules or ions with the total composition C4H10N2 at a distorted geometry (ωB97M-V/def2-TZVPD, the OMol25 dataset).

## Properties
SMILES	[H]/N=C\N.C=CC
orbital gap	9.914	eV
charge	0
LUMO	1.0	eV
ΔE to the lowest compared entry with this formula, charge and spin	49.2	kcal/mol

Last column: Mulliken charge in e.
Cartesian coordinates (Å):
1 C 0.156 2.175 -1.340  -1.04
2 C 1.467 2.664 -0.780  0.04
3 C 1.935 2.315 0.416  -0.70
4 H -0.091 2.759 -2.227  0.32
5 H -0.552 1.850 -0.598  0.35
6 H 0.463 1.278 -1.920  0.26
7 H 2.102 3.171 -1.500  0.28
8 H 2.550 2.935 1.061  0.26
9 H 1.404 1.594 1.034  0.22
10 N -1.172 -3.890 0.934  -0.48
11 C -1.004 -2.555 0.601  0.09
12 N -1.868 -1.642 0.443  -0.51
13 H -2.131 -4.111 1.167  0.21
14 H -0.485 -4.254 1.572  0.24
15 H 0.030 -2.234 0.728  0.27
16 H -2.806 -2.054 0.409  0.18

Q: The lowest charge belongs to which entry?
A: C4H10FNO7PS2